(1)
{
  "formula": "C3HFO3",
  "method": "ωB97M-V/def2-TZVPD",
  "elements": ["O", "C", "C", "F", "H", "O", "C", "O"],
  "coordinates": [[-1.457781, 1.766754, -0.024178], [-0.368770, 1.422459, -0.079730], [0.885836, 0.997285, -0.123162], [1.214758, 0.220031, -1.144938], [1.791496, 1.539419, 0.441198], [-1.685743, -1.431191, 0.172467], [-0.680874, -1.961500, 0.288096], [0.301079, -2.553259, 0.470247]],
  "forces_ev_per_angstrom": [[-1.4, 0.4, 0.2], [1.6, -0.2, 0.1], [1.8, 2.3, 2.1], [0.5, -1.1, -1.1], [-2.5, -1.4, -1.2], [-1.5, 1.1, -0.5], [1.5, -1.3, 0.7], [0.0, 0.2, -0.2]],
  "lowdin_charge": [0.213, -0.178, -0.193, 0.004, 0.165, 0.222, -0.438, 0.204],
  "gap_ev": 9.34,
  "homo_energy_ev": -9.260,
  "smiles": "O=C=CF.O=C=O",
  "total_energy_ha": -440.46331,
  "de_lowest_ev": 0.5938
}

(2)
{
  "formula": "C3HFO3",
  "method": "ωB97M-V/def2-TZVPD",
  "elements": ["O", "C", "C", "F", "H", "O", "C", "O"],
  "coordinates": [[0.611863, 1.143807, 0.952035], [0.980940, 0.490252, 0.073667], [1.223419, -0.302705, -0.945672], [2.492205, -0.329725, -1.615736], [0.503703, -0.969314, -1.374396], [-1.973537, 0.871097, 1.715835], [-1.970361, -0.024310, 0.987185], [-1.868231, -0.879103, 0.207084]],
  "forces_ev_per_angstrom": [[0.3, 0.3, 0.4], [-0.1, -0.4, -0.6], [2.3, -0.2, -1.4], [-2.1, 0.3, 1.4], [-0.2, -0.1, 0.1], [-0.6, -0.1, 0.3], [0.5, 0.2, -0.3], [-0.3, -0.1, 0.1]],
  "lowdin_charge": [0.194, -0.159, -0.074, -0.060, 0.104, 0.216, -0.422, 0.200],
  "gap_ev": 9.28,
  "homo_energy_ev": -9.598,
  "smiles": "O=C=CF.O=C=O",
  "total_energy_ha": -440.46657,
  "de_lowest_ev": 0.5052
}

(3)
{
  "formula": "C3HHgO2",
  "method": "ωB97M-V/def2-TZVPD",
  "elements": ["C", "C", "Hg", "O", "C", "O", "H"],
  "coordinates": [[-1.179227, 1.102193, -0.748799], [-0.703713, 0.245699, -0.016346], [-1.926447, 2.425945, -1.934482], [-0.548970, -1.084357, 0.801627], [0.596910, -0.557204, 1.093303], [1.481510, -0.896196, 0.189300], [2.279938, -1.236081, 0.615397]],
  "forces_ev_per_angstrom": [[1.2, -2.0, 1.7], [-1.2, -1.4, 0.7], [-0.3, 0.6, -0.5], [-2.8, 2.6, -3.0], [2.3, 0.9, 1.2], [0.3, -1.4, -0.2], [0.6, 0.7, 0.0]],
  "lowdin_charge": [-0.308, -0.131, 1.370, 0.087, -0.239, 0.085, 0.136],
  "gap_ev": [4.54, 4.54],
  "homo_energy_ev": [-12.866, -12.863],
  "total_energy_ha": -418.20483,
  "charge": 1,
  "de_lowest_ev": 2.6591
}

(4)
{
  "formula": "C3HHoO3",
  "method": "ωB97M-V/def2-TZVPD",
  "elements": ["O", "Ho", "O", "C", "O", "C", "H", "C"],
  "coordinates": [[-1.157525, 0.894627, -0.293887], [2.908141, -0.105321, 0.437411], [0.630054, -0.438406, -0.391042], [-0.565098, -0.327708, -0.045813], [-1.374263, -1.226872, 0.253540], [-3.193225, -0.136908, 0.102868], [-4.000608, -0.825660, -0.088555], [-2.519243, 0.887377, -0.201134]],
  "forces_ev_per_angstrom": [[0.8, 1.2, 0.1], [-3.6, -0.6, -1.4], [6.3, 0.7, 1.3], [-6.7, -1.7, -0.1], [2.9, 0.4, 0.1], [-0.1, 1.4, -0.9], [0.2, 0.2, 0.4], [0.2, -1.6, 0.4]],
  "mulliken_spin": [-0.004, 5.272, -0.138, -0.125, 0.001, -0.001, 0.000, -0.004],
  "gap_ev": [4.26, 3.42],
  "homo_energy_ev": [-11.471, -11.473],
  "total_energy_ha": -1288.14497,
  "charge": 1,
  "de_lowest_ev": 1.7450,
  "spin_multiplicity": 6
}

(5)
{
  "formula": "C3HN2O2",
  "method": "ωB97M-V/def2-TZVPD",
  "elements": ["C", "C", "C", "N", "N", "O", "O", "H"],
  "coordinates": [[-2.591110, -0.725697, -0.010431], [-2.254257, 0.691263, 0.001318], [-0.675247, -1.255849, -0.003510], [-3.497083, 0.226190, 0.002548], [-0.179764, -0.037859, -0.009715], [-0.418355, -2.370797, 0.008719], [-1.080116, 1.104259, 0.009204], [0.822282, 0.174518, 0.000446]],
  "forces_ev_per_angstrom": [[1.4, 1.6, 0.0], [-0.6, -3.5, 0.0], [-1.1, -0.5, 0.1], [-2.0, 0.5, 0.0], [0.1, 0.7, 0.0], [0.3, 0.1, 0.0], [2.2, 1.0, 0.0], [-0.3, 0.2, 0.0]],
  "lowdin_charge": [0.200, -0.243, -0.238, 0.332, 0.200, 0.316, 0.211, 0.222],
  "gap_ev": 9.51,
  "homo_energy_ev": -15.972,
  "total_energy_ha": -374.33588,
  "charge": 1,
  "de_lowest_ev": 6.5466
}

(6)
{
  "formula": "C3HN2OS",
  "method": "ωB97M-V/def2-TZVPD",
  "elements": ["C", "C", "C", "N", "N", "O", "S", "H"],
  "coordinates": [[0.387590, 0.373004, 1.420436], [1.364474, -0.522397, 1.705215], [-1.198571, 1.352310, 0.074426], [-0.047527, 1.309298, 2.239926], [-0.299874, 0.418180, 0.164574], [2.166992, -1.301389, 1.857194], [-1.196195, 2.205564, 1.596293], [-0.120365, -0.212606, -0.608761]],
  "forces_ev_per_angstrom": [[-2.2, 2.2, -0.5], [1.8, -1.5, 0.7], [-1.3, 1.1, -0.5], [1.8, -1.3, 1.2], [0.6, -0.4, 0.5], [-0.8, 0.8, -0.1], [0.1, -0.8, -1.3], [0.0, 0.0, 0.0]],
  "lowdin_charge": [-0.355, 0.106, -0.272, -0.205, -0.002, 0.412, 1.147, 0.169],
  "gap_ev": 7.20,
  "homo_energy_ev": -14.468,
  "total_energy_ha": -697.46185,
  "charge": 1,
  "de_lowest_ev": 1.0424
}

(7)
{
  "formula": "C3HN3O2",
  "method": "ωB97M-V/def2-TZVPD",
  "elements": ["N", "C", "C", "O", "N", "N", "C", "O", "H"],
  "coordinates": [[1.755764, -0.768622, -2.218545], [1.134134, -0.348426, -1.346003], [0.348839, 0.105021, -0.247721], [0.717460, 1.219191, 0.378184], [-0.199482, 1.397226, 1.377219], [-1.038649, 0.444344, 1.367859], [-0.741984, -0.408629, 0.360221], [-1.450657, -1.472295, 0.012997], [-2.203797, -1.573593, 0.585843]],
  "forces_ev_per_angstrom": [[-0.2, 0.2, 0.2], [0.0, -0.2, -0.1], [0.8, -0.8, -1.2], [-0.5, 0.1, 0.4], [-0.3, 0.1, 0.6], [0.2, 0.6, 0.3], [0.1, 0.3, -0.4], [0.5, -0.2, -0.4], [-0.5, 0.0, 0.5]],
  "lowdin_charge": [0.185, -0.108, -0.227, 0.056, 0.065, 0.117, -0.348, 0.139, 0.121],
  "gap_ev": 9.94,
  "homo_energy_ev": -10.311,
  "smiles": "N#Cc1onnc1O",
  "total_energy_ha": -429.58544,
  "de_lowest_ev": 1.8242
}

(8)
{
  "formula": "C3HNO2",
  "method": "ωB97M-V/def2-TZVPD",
  "elements": ["O", "C", "C", "O", "C", "N", "H"],
  "coordinates": [[-1.838808, -0.349460, -0.612793], [-0.909588, -0.291740, 0.275307], [0.304718, 0.540832, -0.100249], [0.183798, 1.666696, -0.513143], [1.615535, -0.075383, 0.173698], [2.635153, -0.591334, 0.352046], [-1.990805, -0.899614, 0.425137]],
  "forces_ev_per_angstrom": [[0.2, -0.1, 0.4], [0.1, 0.3, -0.3], [0.0, 0.5, -0.2], [0.1, -0.6, 0.2], [0.9, -0.4, 0.1], [-1.0, 0.5, -0.2], [-0.3, -0.1, -0.2]],
  "lowdin_charge": [0.056, -0.068, -0.379, 0.152, -0.110, 0.189, 0.160],
  "gap_ev": 8.34,
  "homo_energy_ev": -10.054,
  "total_energy_ha": -319.96409,
  "de_lowest_ev": 3.6786
}